{"formula": "C2H4N6", "method": "ωB97M-V/def2-TZVPD", "species": ["C", "C", "H", "H", "H", "H", "N", "N", "N", "N", "N", "N"], "xyz": [[1.519, 0.591, 0.079], [-0.810, 0.733, 0.045], [2.992, -0.817, -0.304], [1.481, 1.708, 0.124], [0.811, -2.116, 0.550], [-0.915, 2.846, 0.030], [2.705, 0.133, -0.173], [0.370, -0.079, 0.423], [0.139, -1.458, -0.166], [-1.314, -1.472, -0.107], [-1.854, -0.366, 0.026], [-1.277, 1.877, -0.167]], "orbital_gap_ha": 0.3527, "e_tot_ha": -406.97617, "smiles": "[H]/N=C\\n1[nH]nn/c1=N/[H]"}